1.
The following is a quantum chemistry calculation of 14 unconnected molecules or ions with the total composition C17H45BClN16O27, from OMol25.

Geometry as XYZ:
```
107
Properties=species:S:1:pos:R:3
C -6.440 7.558 -1.809
H 1.150 -3.745 -7.480
N -5.973 6.748 -0.652
H 4.932 -0.549 -4.509
H -9.728 5.910 4.834
N 2.266 -3.715 4.385
H -2.506 -0.972 5.396
H -6.120 5.376 1.962
B 1.663 -2.495 3.930
O 0.340 3.957 5.374
H 3.365 -1.094 -3.851
O 5.996 3.118 1.089
O 10.691 -3.386 -3.743
O 7.700 2.864 -0.204
H 2.251 -1.040 2.690
N 0.089 -2.399 3.859
C 4.441 -1.243 -3.834
H 7.946 -3.403 -4.964
C 5.324 -0.562 1.432
H -2.252 -3.544 1.960
C -1.961 -1.577 4.685
O 0.238 -5.685 -7.778
H 2.705 -5.861 -6.195
C -1.655 4.420 6.444
H -6.865 6.885 -2.542
N -7.539 0.790 1.988
H -2.014 5.004 5.603
H 1.726 -4.507 4.035
O -8.638 1.047 2.426
H -5.600 0.126 2.441
H 4.173 -5.958 -5.163
C -6.527 0.308 2.970
O -6.125 5.544 -0.693
H 4.882 2.939 -1.226
O -9.029 5.128 2.475
O -7.192 0.896 0.830
H -5.577 8.089 -2.199
O -4.357 3.134 2.932
C 8.439 -3.830 -4.097
H -7.178 8.258 -1.429
N 1.660 0.622 7.683
H -7.076 3.868 1.879
O 3.647 -7.634 -7.813
H -6.919 -0.600 3.419
H -8.011 5.415 4.819
O 2.292 -1.360 3.606
C -1.794 -3.006 2.781
H 6.262 -0.417 0.910
N -0.970 -5.813 -7.723
H 5.371 4.628 -0.915
H 4.838 -1.170 -2.829
O 1.715 1.602 8.384
N -8.732 6.171 3.021
O -1.606 -5.921 -6.697
H 0.174 -3.171 -6.102
O -0.813 2.283 6.063
O 1.195 -0.741 -7.539
H -2.256 -6.777 -9.051
H -6.403 1.084 3.721
H 7.765 -3.842 -3.247
H 5.197 -1.592 1.753
H 2.200 -3.823 5.398
N 4.216 -0.252 0.488
H 8.831 -4.817 -4.309
O 3.073 -0.357 0.907
O -0.484 -1.898 -8.237
O 4.325 -2.871 -5.467
C 1.932 0.799 6.235
O -5.876 4.017 4.174
O 5.279 -3.398 -3.612
C -6.077 4.294 1.882
N -0.629 3.481 5.918
H -1.021 -5.720 -9.815
C 0.979 -2.929 -6.790
C -2.585 -2.263 3.685
H -0.005 -1.118 5.477
Cl -4.268 -2.229 3.501
H -5.516 3.993 1.009
N 6.548 3.165 0.004
N 4.705 -2.616 -4.342
H 4.285 -5.327 -6.834
H 1.888 -2.656 -6.266
C -0.579 -1.658 4.732
O 9.279 -1.778 -3.479
C -1.728 -5.829 -9.003
H 5.230 0.121 2.272
H -2.430 -5.001 -8.967
O 1.379 -0.504 8.061
H 6.333 3.614 -2.038
H 1.186 1.491 5.852
O -8.431 7.195 2.444
O 4.493 0.086 -0.637
O 4.588 -8.185 -5.953
H 1.846 -0.172 5.767
N -0.492 -3.083 2.879
C 3.780 -6.022 -6.171
N 9.571 -2.929 -3.746
O -5.467 7.347 0.274
C 5.720 3.626 -1.145
H -2.447 3.837 6.897
C -8.726 6.172 4.508
N -5.379 3.775 3.090
H -8.440 7.161 4.844
N 4.027 -7.397 -6.686
N 0.532 -1.755 -7.586
H -1.159 5.059 7.169
H 2.936 1.196 6.121
```

Calculated values
HOMO level (Eh): -0.446
Molecular weight (g/mol): 951.897
Energy (eV): -110640.6424
Charge: +1

Löwdin atomic charge list, values in e, 4 entries:
1 C 0.057
2 H 0.073
3 N -0.431
4 H 0.109

---

2.
The following is a quantum chemistry calculation of a molecular structure, C17H45O16PbS5, from OMol25.

Geometry as XYZ:
```
84
Properties=species:S:1:pos:R:3
C -2.860 -0.868 -1.330
H 1.056 7.134 -0.256
H 1.357 -2.779 -1.834
C -4.647 -1.590 6.227
C 1.139 -3.144 -0.833
O 2.302 4.423 -0.157
Pb -2.426 3.204 0.953
H -0.003 0.725 -0.859
O -6.054 -0.019 0.471
S -1.120 -4.264 0.160
H 1.965 -5.212 -1.082
H 3.282 4.565 -2.694
H 1.567 1.824 0.568
C -1.091 -5.907 -0.701
H 3.442 0.682 -4.158
C -3.862 -0.273 6.158
S 5.474 0.744 -1.702
H -5.125 -1.784 7.184
C 1.999 -4.334 -0.435
H 1.724 0.429 1.642
H -0.197 -0.616 0.192
H -2.307 -1.297 -0.496
H 2.149 0.321 -0.057
H -0.964 -0.383 5.097
S 1.076 4.743 -0.851
C 2.316 3.679 -4.375
H -5.506 -1.658 5.546
H 3.500 -2.075 -2.992
H -4.163 -2.433 5.730
C -2.780 -1.624 -2.634
O -4.253 -0.711 -1.076
C -1.144 0.204 4.199
C 2.956 -1.264 -3.483
H 0.052 6.736 -1.724
S -2.605 1.306 4.458
O 1.269 4.389 -2.419
H 2.687 2.843 -2.379
H -1.345 -6.693 0.007
O -3.640 0.120 4.801
H 1.817 6.841 -1.780
H 6.003 2.307 -0.110
H -0.139 -6.068 -1.201
H 3.286 3.551 -4.858
H -2.838 -1.130 1.448
H 3.065 -4.098 -0.423
S -4.632 0.062 0.328
H 1.933 4.603 -4.805
H 4.185 2.156 -0.218
O -4.040 1.393 0.454
C -3.920 -1.101 1.554
H -0.340 0.934 4.097
H -4.306 -0.734 2.502
H 1.817 -4.735 0.561
O -2.536 -3.940 0.144
C 5.144 1.643 -0.183
H 4.828 -0.335 -3.986
H -1.226 -0.393 3.295
O 6.020 -0.507 -1.231
H 2.690 -1.654 -4.464
C 3.895 -0.060 -3.497
H -4.293 -2.092 1.301
O 3.953 0.568 -2.198
O -2.388 2.137 5.625
C 0.967 6.546 -1.167
H 1.243 -2.345 -0.099
H -3.161 -2.647 -2.661
O -0.210 4.154 -0.498
H -2.910 -0.412 6.678
O -3.005 1.850 3.186
C 2.515 3.807 -2.851
H 5.146 0.920 0.628
H -3.182 -1.115 -3.508
H 1.647 2.840 -4.557
H -4.289 0.536 6.751
H -1.849 -5.953 -1.482
C 1.422 0.742 0.642
O -0.376 -4.380 1.383
O -0.297 -3.386 -0.947
H -2.402 0.114 -1.488
O -1.018 1.134 0.879
H 2.041 -1.088 -2.917
H -1.728 -1.845 -2.839
O 6.271 1.565 -2.565
C -0.022 0.470 0.212
```

Calculated values
HOMO level (Eh): -0.422
Molecular weight (g/mol): 873.066
Energy (eV): -110532.3569
Charge: +1
ΔE to the lowest compared entry with this formula, charge and spin (kcal/mol): 61.6

Löwdin atomic charge list, values in e, 4 entries:
1 C -0.288
2 H 0.074
3 H 0.096
4 C -0.055

---

3.
The following is a quantum chemistry calculation of a molecular structure, C17H46AlBrFN10O18, from OMol25.

Geometry as XYZ:
```
94
Properties=species:S:1:pos:R:3
H -3.317 2.911 1.622
H -4.154 -0.685 -1.118
F 0.081 -3.300 -1.538
H -2.539 -6.783 -3.989
H -4.529 -2.222 1.248
H -3.099 0.700 3.724
C 5.541 -0.287 -1.717
O -4.001 4.784 0.361
C -1.895 1.649 8.774
H -0.896 -2.681 2.421
H -2.315 -3.528 0.940
C -3.502 1.738 1.735
C -3.553 -1.613 0.927
C 0.600 -1.358 1.888
O -1.878 0.027 10.439
H -2.283 -6.827 -2.211
C -0.234 5.118 4.918
C 10.161 -0.138 -2.738
O -4.305 -5.567 -1.863
N -1.487 4.322 5.032
H 0.227 -0.624 2.734
H 1.285 -0.579 -0.153
C 3.169 0.641 -5.750
H 3.584 -0.331 -5.477
N 0.092 -7.058 0.127
H 1.788 -1.399 1.974
H -3.242 -3.210 -0.675
O -2.031 5.646 0.842
N 5.099 -0.518 -3.119
O 9.372 1.279 -1.065
C -2.946 6.101 -1.245
H -1.714 0.386 2.458
N 9.168 0.235 -1.694
H 0.624 -3.100 2.971
O -1.047 -0.499 8.467
H -3.017 -1.321 1.925
H 5.979 -1.217 -1.352
N -2.998 5.457 0.095
N -1.580 0.280 9.266
H 0.072 5.101 3.871
O -2.456 4.711 4.370
O 4.256 -1.405 -3.298
O 5.605 0.190 -3.996
H 0.104 2.204 -4.247
H -4.641 1.647 2.080
H -3.857 5.851 -1.793
C -2.584 -2.680 0.145
N 0.113 -2.775 2.096
H 3.952 1.401 -5.779
H 4.660 -0.007 -1.136
H -1.581 1.730 7.731
C -2.419 -6.184 -3.084
N -3.662 -5.387 -2.905
H -3.735 1.830 -0.530
C -0.895 2.311 -4.673
N -1.216 3.763 -4.706
O 8.210 -0.532 -1.536
O -0.465 4.485 -5.372
H 0.531 4.664 5.551
H -1.635 1.800 -4.053
H -1.588 -5.482 -3.179
H -5.208 -0.148 0.349
H -0.457 6.133 5.251
C -2.435 1.232 2.887
Al -0.948 -1.858 -0.780
O -2.206 4.139 -4.067
O 1.218 0.247 -4.549
H 9.633 -0.186 -3.692
C -4.081 -0.355 0.019
H -1.857 2.103 3.425
H -0.932 1.942 -5.700
C -3.275 1.057 0.255
H 6.280 0.517 -1.708
N 2.176 1.013 -4.707
H -1.347 2.357 9.399
C 0.248 -0.707 0.425
H 10.944 0.622 -2.767
H -2.066 5.712 -1.763
C 0.716 -5.819 -0.410
H 1.606 -6.113 -0.969
O -3.959 -4.604 -3.815
H -2.151 0.929 -0.048
O -0.019 -7.150 1.355
O 2.380 2.058 -4.077
O -1.465 3.336 5.778
H 2.641 0.593 -6.705
H 10.576 -1.110 -2.464
H 0.983 -5.167 0.425
O -0.269 -7.904 -0.700
H -0.149 0.380 0.616
Br -1.690 -0.548 -2.724
H -0.018 -5.334 -1.058
H -2.974 1.791 8.864
H -2.872 7.179 -1.090
```

Calculated values
HOMO level (Eh): -0.200
Molecular weight (g/mol): 804.491
Energy (eV): -149465.3204
Charge: -1

Löwdin atomic charge list, values in e, 4 entries:
1 H 0.076
2 H 0.082
3 F -0.360
4 H 0.097

---

- Which formula does entry 2 have?
  C17H45O16PbS5